Record 1
Formula: C36H49N8O2S2ScSeSiTe
Source: the OMol25 dataset
Level of theory: the ωB97M-V functional and the def2-TZVPD basis

electronic energy = -6505.932996 a.u.
energy above the lowest of the compared OMol25 structures with the same formula, charge and spin = 2.7 kcal per mole
LUMO energy (spin up / spin down) = -0.541 / -0.544 eV
orbital gap (spin up / spin down) = 4.3 / 4.7 eV

Element x y z (Å)
Sc (0.80, -0.44, 0.79)
N (2.88, -0.86, -0.18)
C (3.95, -0.92, 0.82)
C (3.80, 0.26, 1.76)
N (2.45, 0.26, 2.33)
H (2.79, -1.73, -0.69)
H (3.07, -0.12, -0.87)
H (4.95, -0.92, 0.37)
H (3.84, -1.85, 1.38)
H (3.93, 1.19, 1.20)
H (4.58, 0.23, 2.53)
H (2.23, 1.19, 2.69)
H (2.37, -0.42, 3.08)
O (1.76, -2.32, 3.08)
S (1.15, -3.36, 2.28)
O (1.98, -4.48, 1.89)
N (0.51, -2.60, 1.04)
C (-0.10, -3.29, -0.04)
C (-0.47, -4.63, -0.05)
C (-1.06, -5.18, -1.19)
C (-1.27, -4.41, -2.32)
C (-0.89, -3.06, -2.34)
C (-0.99, -2.23, -3.51)
C (-0.43, -0.95, -3.45)
C (0.05, -0.45, -2.27)
N (0.03, -1.15, -1.09)
C (-0.34, -2.49, -1.17)
C (-0.17, -4.01, 3.27)
C (-0.31, -5.38, 3.44)
C (-1.35, -5.86, 4.23)
C (-2.23, -4.98, 4.83)
C (-2.08, -3.61, 4.66)
C (-1.04, -3.12, 3.88)
H (-0.28, -5.27, 0.80)
H (-1.34, -6.22, -1.19)
H (-1.70, -4.85, -3.21)
H (-1.38, -2.65, -4.43)
H (-0.38, -0.33, -4.34)
H (0.45, 0.55, -2.21)
H (0.40, -6.05, 2.97)
H (-1.47, -6.93, 4.37)
H (-3.05, -5.36, 5.43)
H (-2.76, -2.91, 5.13)
H (-0.89, -2.06, 3.75)
C (-4.59, 2.10, -0.48)
C (-3.11, 1.97, -0.07)
N (-2.40, 1.16, -1.05)
C (-3.09, -0.11, -1.25)
C (-4.43, 0.14, -1.98)
N (-4.69, 1.62, -1.90)
C (-3.69, 2.36, -2.75)
C (-2.29, 1.88, -2.30)
H (-4.97, 3.12, -0.45)
H (-5.25, 1.47, 0.12)
H (-3.03, 1.51, 0.91)
H (-2.63, 2.95, -0.02)
H (-3.26, -0.57, -0.28)
H (-2.46, -0.78, -1.84)
H (-5.27, -0.36, -1.51)
H (-4.40, -0.12, -3.03)
H (-5.63, 1.81, -2.24)
H (-3.86, 3.42, -2.58)
H (-3.91, 2.12, -3.79)
H (-1.62, 2.73, -2.17)
H (-1.85, 1.21, -3.04)
S (-4.88, 1.12, 4.07)
C (-3.33, 0.68, 3.38)
C (-2.13, 1.39, 3.65)
C (-0.99, 1.09, 2.97)
N (-0.89, 0.07, 2.04)
C (-2.03, -0.68, 1.87)
C (-3.22, -0.41, 2.48)
C (-5.43, 2.45, 3.02)
C (-6.77, 2.55, 2.67)
C (-7.18, 3.60, 1.87)
N (-6.36, 4.55, 1.41)
C (-5.08, 4.46, 1.77)
C (-4.57, 3.44, 2.56)
H (-2.12, 2.20, 4.38)
H (-0.08, 1.66, 3.15)
H (-1.93, -1.54, 1.21)
H (-4.07, -1.06, 2.29)
H (-7.48, 1.81, 3.01)
H (-8.22, 3.68, 1.58)
H (-4.43, 5.25, 1.41)
H (-3.51, 3.43, 2.80)
Te (0.88, 2.49, 0.04)
C (1.15, 2.57, -4.10)
Si (2.42, 3.58, -3.17)
C (3.97, 3.75, -4.19)
C (1.69, 5.26, -2.77)
Se (3.10, 2.57, -1.24)
H (0.88, 3.08, -5.02)
H (0.25, 2.44, -3.50)
H (1.53, 1.58, -4.35)
H (3.75, 4.26, -5.14)
H (4.40, 2.78, -4.42)
H (4.72, 4.34, -3.66)
H (1.34, 5.76, -3.68)
H (2.44, 5.90, -2.29)
H (0.85, 5.16, -2.08)

Record 2
Formula: C36H49N9
Source: the OMol25 dataset
Level of theory: the ωB97M-V functional and the def2-TZVPD basis

electronic energy = -1893.862787 a.u.
energy above the lowest of the compared OMol25 structures with the same formula, charge and spin = 18.3 kcal per mole
LUMO energy = 0.492 eV
orbital gap = 8.3 eV

Element x y z (Å)
C (14.63, -6.69, -12.15)
C (13.90, -6.83, -13.34)
C (14.60, -6.34, -14.42)
N (15.84, -5.96, -13.89)
C (15.86, -6.21, -12.57)
H (14.42, -7.07, -11.17)
H (12.90, -7.25, -13.42)
H (14.44, -6.22, -15.47)
H (16.66, -5.75, -14.43)
H (16.78, -6.04, -12.03)
C (20.35, 0.18, -19.40)
C (19.63, -0.53, -18.42)
C (20.34, -0.40, -17.26)
N (21.52, 0.27, -17.49)
C (21.48, 0.69, -18.81)
H (20.06, 0.25, -20.44)
H (18.76, -1.15, -18.55)
H (20.03, -0.67, -16.26)
H (22.27, 0.36, -16.84)
H (22.30, 1.25, -19.21)
C (19.34, -3.58, -20.13)
C (19.71, -4.43, -21.21)
C (20.24, -5.57, -20.63)
N (20.18, -5.42, -19.27)
C (19.53, -4.25, -18.96)
H (18.95, -2.58, -20.18)
H (19.64, -4.18, -22.25)
H (20.71, -6.46, -21.01)
H (20.57, -6.07, -18.62)
H (19.44, -4.02, -17.91)
C (17.63, -1.61, -15.13)
C (18.41, -2.82, -15.07)
C (18.12, -3.40, -13.85)
N (17.38, -2.55, -13.11)
C (17.05, -1.48, -13.89)
H (17.46, -0.89, -15.91)
H (18.83, -3.43, -15.86)
H (18.42, -4.40, -13.58)
H (17.10, -2.68, -12.16)
H (16.35, -0.78, -13.47)
C (15.69, 3.00, -16.47)
C (14.42, 3.56, -16.59)
C (13.48, 2.59, -16.32)
N (14.17, 1.46, -16.01)
C (15.52, 1.68, -16.09)
H (16.60, 3.54, -16.65)
H (14.14, 4.58, -16.82)
H (12.41, 2.63, -16.41)
H (13.72, 0.63, -15.66)
H (16.22, 0.92, -15.80)
C (11.44, -2.91, -19.53)
C (10.30, -3.73, -19.59)
C (10.24, -4.22, -20.87)
N (11.32, -3.75, -21.55)
C (12.08, -2.95, -20.76)
H (11.76, -2.29, -18.70)
H (9.66, -3.92, -18.74)
H (9.56, -4.96, -21.27)
H (11.41, -3.81, -22.55)
H (12.86, -2.30, -21.12)
C (16.66, -3.06, -23.47)
C (16.16, -2.32, -24.59)
C (15.63, -1.13, -24.12)
N (15.70, -1.18, -22.76)
C (16.39, -2.31, -22.38)
H (17.08, -4.05, -23.58)
H (16.17, -2.60, -25.63)
H (15.21, -0.31, -24.66)
H (15.48, -0.43, -22.13)
H (16.60, -2.41, -21.33)
C (16.22, -3.56, -18.37)
C (15.22, -2.65, -17.65)
C (14.57, -3.27, -16.40)
C (13.90, -2.25, -15.59)
N (13.40, -1.41, -15.00)
H (16.82, -2.95, -19.03)
H (15.62, -4.30, -18.90)
H (16.81, -4.07, -17.60)
H (14.47, -2.25, -18.33)
H (15.74, -1.75, -17.32)
H (15.28, -3.77, -15.74)
H (13.79, -3.98, -16.70)
C (16.25, -6.22, -21.26)
C (15.49, -7.46, -21.68)
C (15.59, -8.65, -20.73)
C (15.38, -8.28, -19.32)
N (15.23, -7.95, -18.23)
H (15.66, -5.69, -20.51)
H (16.28, -5.46, -22.04)
H (17.25, -6.37, -20.84)
H (15.64, -7.76, -22.72)
H (14.44, -7.14, -21.72)
H (16.58, -9.11, -20.81)
H (14.88, -9.44, -20.98)